No. 1
129
Properties=species:S:1:pos:R:3 method="wB97M-V/def2-TZVPD" total_charge=+3 s_squared=0.76 gap_ev="4.1192 / 8.3849" multiplicity=2
C 0.933 7.886 1.207
C 0.776 7.138 -0.155
C 0.341 5.783 0.113
C 0.031 5.036 -1.141
N -0.461 3.618 -0.956
C -1.716 3.661 -0.010
C -2.591 2.479 -0.388
C -2.127 2.010 -1.775
C -1.122 3.045 -2.239
C 0.664 2.654 -0.406
H 0.393 7.460 2.053
H 0.514 8.873 1.014
H 2.015 7.944 1.320
H 1.712 7.113 -0.713
H 0.068 7.832 -0.608
H -0.552 5.916 0.723
H 1.207 5.384 0.641
H 0.869 4.796 -1.797
H -0.643 5.671 -1.715
H -1.439 3.787 1.037
H -2.222 4.601 -0.229
H -2.465 1.652 0.311
H -3.608 2.865 -0.323
H -1.681 1.016 -1.750
H -3.013 1.949 -2.406
H -0.359 2.493 -2.788
H -1.543 3.907 -2.756
H 1.534 2.852 -1.032
H 0.538 1.572 -0.379
H 0.853 3.102 0.569
C 5.783 -2.968 6.924
C 6.068 -3.466 5.450
C 5.527 -2.674 4.267
C 3.964 -2.561 4.338
N 3.339 -2.496 2.902
C 1.820 -2.531 3.084
C 1.148 -3.143 1.897
C 2.318 -3.724 1.170
C 3.516 -3.867 2.143
C 3.798 -1.296 2.060
H 4.965 -3.405 7.497
H 5.775 -1.885 7.048
H 6.618 -3.178 7.592
H 5.541 -4.420 5.416
H 7.150 -3.450 5.327
H 5.924 -3.193 3.395
H 6.021 -1.703 4.279
H 3.610 -1.709 4.919
H 3.683 -3.456 4.892
H 1.419 -1.576 3.427
H 1.486 -3.000 4.010
H 0.592 -2.362 1.379
H 0.484 -3.959 2.182
H 2.556 -2.981 0.409
H 2.022 -4.636 0.652
H 4.497 -3.967 1.677
H 3.472 -4.670 2.879
H 4.750 -1.457 1.554
H 3.783 -0.374 2.642
H 3.208 -1.055 1.176
C -4.719 -2.458 -5.943
C -4.333 -3.774 -5.188
C -3.001 -3.675 -4.298
C -2.928 -2.506 -3.319
N -3.798 -2.619 -2.000
C -5.313 -2.566 -2.365
C -5.977 -1.759 -1.222
C -4.848 -1.166 -0.358
C -3.620 -1.308 -1.244
C -3.452 -3.826 -1.125
H -3.959 -2.203 -6.681
H -4.913 -1.639 -5.251
H -5.625 -2.569 -6.539
H -4.232 -4.700 -5.755
H -5.175 -4.059 -4.557
H -2.217 -3.537 -5.042
H -2.786 -4.588 -3.742
H -3.054 -1.493 -3.700
H -1.931 -2.441 -2.883
H -5.636 -3.606 -2.326
H -5.502 -1.898 -3.205
H -6.644 -2.319 -0.566
H -6.465 -0.914 -1.708
H -4.703 -1.923 0.413
H -4.959 -0.142 -0.002
H -2.817 -1.276 -0.507
H -3.559 -0.490 -1.962
H -2.417 -3.638 -0.840
H -3.491 -4.649 -1.838
H -4.179 -3.899 -0.316
C -0.704 0.954 -5.872
C 0.262 -0.094 -5.246
N 1.441 0.428 -4.629
C 1.939 1.747 -4.632
C 3.043 1.817 -3.787
N 3.202 0.599 -3.205
C 2.253 -0.268 -3.721
C 4.038 0.320 -1.974
H -1.312 1.532 -5.176
H -1.377 0.392 -6.519
H -0.174 1.664 -6.506
H 0.520 -0.908 -5.924
H -0.321 -0.566 -4.455
H 1.460 2.544 -5.181
H 3.692 2.604 -3.432
H 2.060 -1.314 -3.532
H 4.948 -0.242 -2.185
H 3.588 -0.433 -1.327
H 4.268 1.227 -1.416
C 0.289 3.178 5.219
C 0.750 1.700 5.185
N 0.239 0.877 4.109
C 0.541 1.127 2.783
C -0.413 0.498 2.082
N -1.279 -0.242 2.892
C -0.817 -0.014 4.212
C -2.360 -1.001 2.540
H -0.781 3.252 5.411
H 0.689 3.653 4.324
H 0.798 3.768 5.982
H 0.503 1.241 6.143
H 1.840 1.706 5.186
H 1.411 1.737 2.585
H -0.517 0.272 1.031
H -1.375 -0.296 5.093
H -2.767 -1.557 3.384
H -2.069 -1.709 1.765
H -3.139 -0.376 2.103
Cl 0.140 -1.110 -1.249

No. 2
133
Properties=species:S:1:pos:R:3 method="wB97M-V/def2-TZVPD" total_charge=0 gap_ev=10.2863 multiplicity=1 smiles="CCCCCCCCCCCCC[C@@](C#N)([C@H](Br)CC)[C@H](C#N)CCCCCOC(C)=O.CCO.CCO.CCO.CCO.CCO.CCO"
C 5.714 1.736 3.208
C 4.849 1.999 1.937
C 5.442 1.377 0.649
C 5.216 -0.162 0.577
C 4.434 -0.606 -0.692
C 2.891 -0.433 -0.527
C 2.111 -1.295 -1.556
C 0.724 -1.799 -1.064
C -0.240 -1.877 -2.271
C -0.935 -0.533 -2.670
C -0.606 0.685 -1.768
C -1.147 2.000 -2.468
C -0.015 3.016 -2.801
C 0.364 4.012 -1.672
C 1.298 3.308 -0.707
N 1.970 2.940 0.095
C 1.235 5.153 -2.279
Br 0.158 6.284 -3.497
C 2.518 4.643 -3.002
C 3.767 5.144 -2.193
C -0.849 4.522 -0.846
C -0.693 5.904 -0.315
N -0.370 6.874 0.122
C -1.175 3.615 0.378
C -2.618 3.852 0.926
C -2.599 3.660 2.469
C -2.291 2.184 2.860
C -1.509 2.171 4.196
O -2.304 2.583 5.317
C -3.339 1.742 5.597
C -3.185 0.225 5.458
O -4.347 2.202 5.964
H 6.284 2.633 3.486
H 6.372 0.859 3.106
H 5.031 1.505 4.041
H 3.834 1.622 2.122
H 4.793 3.089 1.792
H 5.009 1.919 -0.206
H 6.527 1.578 0.665
H 4.600 -0.446 1.448
H 6.189 -0.672 0.574
H 4.738 0.097 -1.491
H 4.708 -1.611 -1.040
H 2.695 0.620 -0.771
H 2.630 -0.692 0.509
H 2.719 -2.191 -1.759
H 2.033 -0.740 -2.506
H 0.329 -1.257 -0.194
H 0.880 -2.840 -0.732
H -0.990 -2.692 -2.172
H 0.379 -2.175 -3.137
H -0.653 -0.239 -3.696
H -2.030 -0.644 -2.666
H -1.147 0.612 -0.811
H 0.468 0.826 -1.594
H -2.010 2.430 -1.943
H -1.533 1.654 -3.442
H 0.847 2.414 -3.123
H -0.334 3.556 -3.707
H 1.591 5.850 -1.512
H 2.633 5.076 -4.003
H 2.604 3.552 -3.024
H 4.708 4.978 -2.729
H 3.804 4.510 -1.288
H 3.639 6.170 -1.822
H -1.747 4.495 -1.481
H -0.480 3.866 1.193
H -1.092 2.552 0.129
H -3.261 3.047 0.525
H -3.053 4.814 0.620
H -1.765 4.268 2.856
H -3.554 3.972 2.912
H -3.220 1.596 2.922
H -1.647 1.677 2.124
H -0.706 2.916 4.094
H -0.990 1.215 4.377
H -3.344 -0.051 4.408
H -3.899 -0.280 6.110
H -2.158 -0.045 5.743
C -2.438 -4.711 6.454
C -2.665 -3.213 6.385
O -3.338 -2.856 5.180
H -1.849 -5.046 5.598
H -1.914 -4.986 7.371
H -3.389 -5.248 6.420
H -1.714 -2.681 6.398
H -3.263 -2.873 7.238
H -4.185 -3.318 5.172
C -7.013 -0.184 4.029
C -8.074 -0.069 5.106
O -7.532 -0.398 6.381
H -6.607 -1.197 3.999
H -7.421 0.061 3.046
H -6.180 0.492 4.242
H -8.896 -0.756 4.909
H -8.477 0.949 5.145
H -6.812 0.219 6.559
C 0.535 -6.353 -3.661
C 0.339 -5.298 -2.591
O -0.997 -4.796 -2.605
H 0.319 -5.939 -4.648
H 1.559 -6.728 -3.652
H -0.149 -7.193 -3.511
H 1.009 -4.456 -2.762
H 0.548 -5.711 -1.598
H -1.588 -5.540 -2.441
C 4.681 -5.694 -6.511
C 3.591 -5.786 -5.461
O 3.483 -4.565 -4.733
H 5.641 -5.466 -6.045
H 4.772 -6.630 -7.065
H 4.469 -4.888 -7.219
H 3.817 -6.578 -4.746
H 2.624 -6.006 -5.924
H 3.272 -3.866 -5.363
C 3.980 -5.945 -1.460
C 4.389 -4.690 -0.712
O 3.250 -4.038 -0.154
H 3.277 -5.697 -2.258
H 4.848 -6.442 -1.896
H 3.475 -6.647 -0.790
H 4.873 -3.986 -1.388
H 5.089 -4.931 0.096
H 2.826 -4.656 0.452
C -4.775 4.761 -2.917
C -5.569 3.493 -3.163
O -5.424 2.587 -2.072
H -3.717 4.527 -2.779
H -4.875 5.456 -3.752
H -5.115 5.260 -2.005
H -5.213 2.987 -4.060
H -6.632 3.721 -3.295
H -5.749 3.029 -1.280

No. 3
141
Properties=species:S:1:pos:R:3 method="wB97M-V/def2-TZVPD" total_charge=0 gap_ev=9.6347 multiplicity=1 smiles="CC[C@H](C)NC(=O)OCCCCCCCCOC(C)=O.COCCOCCOC.COCCOCCOC.COCCOCCOC.COCCOCCOC"
C -1.781 -1.585 0.221
C -2.870 -1.992 -0.777
C -2.400 -3.028 -1.814
C -3.545 -3.126 -2.851
N -2.269 -4.352 -1.166
C -0.976 -4.831 -1.022
O -0.270 -4.937 -1.954
O -0.583 -5.227 0.213
C 0.517 -4.425 0.729
C 1.842 -5.178 0.499
C 2.762 -5.227 1.726
C 3.773 -4.079 1.863
C 4.335 -3.523 0.556
C 5.522 -2.586 0.830
C 5.842 -1.769 -0.447
C 6.716 -0.560 -0.087
O 6.255 0.628 -0.772
C 7.292 1.134 -1.536
C 8.050 2.273 -0.908
O 7.549 0.677 -2.565
H -0.958 -1.100 -0.299
H -1.453 -2.490 0.724
H -2.174 -0.931 0.994
H -3.289 -1.125 -1.287
H -3.674 -2.437 -0.188
H -1.492 -2.704 -2.307
H -4.511 -3.016 -2.362
H -3.370 -2.328 -3.570
H -3.507 -4.095 -3.337
H -2.798 -4.408 -0.304
H 0.341 -4.347 1.799
H 0.492 -3.473 0.210
H 2.305 -4.799 -0.409
H 1.549 -6.200 0.274
H 3.226 -6.207 1.790
H 2.111 -5.177 2.603
H 3.408 -3.256 2.474
H 4.626 -4.475 2.423
H 4.596 -4.282 -0.181
H 3.572 -2.880 0.109
H 5.192 -1.865 1.577
H 6.388 -3.151 1.169
H 6.340 -2.434 -1.150
H 4.888 -1.483 -0.883
H 6.624 -0.401 0.987
H 7.747 -0.806 -0.330
H 9.088 1.971 -0.798
H 8.059 3.131 -1.572
H 7.621 2.486 0.066
C 4.688 3.660 -5.383
O 4.611 4.912 -4.733
C 4.873 4.837 -3.341
C 5.682 6.027 -2.866
O 7.047 6.015 -3.263
C 7.351 6.258 -4.632
C 7.094 7.677 -5.097
O 5.706 7.921 -5.264
C 5.322 9.233 -4.915
H 3.839 3.025 -5.110
H 4.665 3.841 -6.457
H 5.626 3.146 -5.145
H 5.412 3.916 -3.092
H 3.906 4.830 -2.821
H 5.706 5.985 -1.773
H 5.199 6.969 -3.130
H 6.859 5.532 -5.279
H 8.426 6.079 -4.716
H 7.578 7.824 -6.071
H 7.533 8.377 -4.377
H 5.712 9.513 -3.930
H 4.234 9.260 -4.873
H 5.668 9.952 -5.667
C 9.845 0.298 6.982
O 9.383 1.446 6.304
C 10.142 1.759 5.146
C 9.258 2.254 4.020
O 8.469 1.248 3.397
C 7.371 0.708 4.123
C 6.219 1.670 4.332
O 6.528 2.632 5.328
C 5.983 3.907 5.063
H 10.797 0.496 7.484
H 9.099 0.030 7.730
H 9.958 -0.549 6.296
H 10.710 0.888 4.801
H 10.849 2.554 5.415
H 9.918 2.624 3.230
H 8.646 3.099 4.335
H 7.700 0.265 5.064
H 7.002 -0.114 3.502
H 5.342 1.105 4.675
H 5.975 2.154 3.379
H 6.208 4.231 4.041
H 6.441 4.614 5.754
H 4.899 3.906 5.220
C -9.750 -3.719 -4.316
O -9.772 -2.461 -3.679
C -9.340 -2.508 -2.326
C -8.509 -1.294 -1.966
O -7.202 -1.282 -2.528
C -7.070 -1.059 -3.926
C -7.419 0.345 -4.379
O -8.823 0.551 -4.382
C -9.199 1.858 -4.010
H -10.547 -4.366 -3.932
H -9.908 -3.557 -5.381
H -8.780 -4.212 -4.187
H -8.756 -3.414 -2.132
H -10.235 -2.523 -1.691
H -8.354 -1.317 -0.884
H -9.039 -0.365 -2.181
H -7.615 -1.811 -4.498
H -6.008 -1.215 -4.135
H -7.059 0.486 -5.406
H -6.917 1.069 -3.727
H -8.702 2.165 -3.082
H -10.274 1.858 -3.837
H -8.964 2.572 -4.807
C -7.846 -3.045 5.075
O -8.499 -1.919 4.531
C -7.903 -1.445 3.335
C -8.945 -0.987 2.335
O -9.677 -2.043 1.719
C -10.618 -2.750 2.519
C -11.839 -1.948 2.924
O -11.528 -1.016 3.947
C -12.243 0.196 3.837
H -6.875 -2.768 5.499
H -8.476 -3.446 5.868
H -7.710 -3.827 4.320
H -7.279 -2.220 2.874
H -7.265 -0.591 3.597
H -8.416 -0.491 1.516
H -9.615 -0.242 2.765
H -10.135 -3.204 3.385
H -10.963 -3.571 1.885
H -12.599 -2.635 3.318
H -12.246 -1.442 2.042
H -12.177 0.605 2.822
H -11.791 0.912 4.523
H -13.294 0.054 4.111

One value per record, in order, for E: -64698.050; -131189.154; -76063.726 eV.